[1]
Density functional theory data (the ωB97M-V functional and the def2-TZVPD basis) for a structure of composition C4H8BrO4P in a non-equilibrium geometry.

Total charge: 0
HOMO-LUMO gap (eV): 9.0
Multiplicity: 1
HOMO (Ha): -0.32868

Structure (XYZ):
```
18
Properties=species:S:1:pos:R:3:forces:R:3
C 1.58113 -1.82043 0.03468 -0.920 -0.037 -1.670
C -2.06437 -1.24115 0.04592 1.980 -2.427 2.223
C -0.29462 2.56543 -0.46951 2.443 1.416 1.094
C 1.76280 -0.52462 -0.56916 -2.256 1.387 2.714
O 0.70677 -2.57424 -0.30879 -1.029 -0.861 -0.714
O 0.25805 -0.20600 2.22438 0.363 -0.649 1.558
O -1.35869 0.00714 0.21892 -0.081 0.516 -0.208
O 0.15960 1.87113 0.77058 -0.806 0.760 -1.240
P -0.00053 0.33259 0.92231 1.330 -0.912 -2.689
Br 3.27844 0.42516 -0.00733 0.560 0.338 -0.177
H 2.18617 -2.15600 0.79642 1.992 -0.206 2.147
H -2.70103 -1.07593 -0.77740 -0.687 -0.096 -0.898
H -2.65220 -1.51158 0.99116 0.777 0.661 -1.322
H -1.25933 -2.08654 -0.11349 -1.965 1.687 -0.011
H -0.44914 3.61588 -0.13695 -0.285 -0.874 -0.221
H -1.14805 2.12897 -0.92973 -0.580 -0.434 -0.093
H 0.59632 2.62026 -1.13837 -0.786 -0.376 0.280
H 1.39867 -0.37009 -1.55363 -0.051 0.106 -0.773
```
Forces are in eV/Å.



[2]
Density functional theory data (the ωB97M-V functional and the def2-TZVPD basis) for a cluster of 2 separate species, C4H6INO in total in a non-equilibrium geometry.

Total charge: 0
HOMO-LUMO gap (alpha / beta) (eV): 8.0 / 7.9
Multiplicity: 1
HOMO (alpha / beta) (Ha): -0.30563 / -0.30521

Structure (XYZ):
```
13
Properties=species:S:1:pos:R:3:forces:R:3
C 2.11384 -0.07781 -2.14786 -1.252 -0.062 1.762
C 1.41111 0.72779 -1.33845 -0.972 -1.396 1.167
C 0.05412 -0.14023 0.58242 3.345 -0.058 -2.657
C -2.17031 -0.11854 1.31938 -0.168 -3.167 -5.170
N 0.67611 -0.95455 1.28105 -0.393 0.894 -0.228
O -1.09625 0.39217 0.45910 -0.195 0.256 0.181
I 1.28356 2.81877 -1.57249 -0.028 -0.582 0.109
H 2.66251 0.32762 -2.96688 0.404 0.182 -0.517
H 2.13948 -1.17155 -1.96965 -0.049 0.831 -0.102
H -2.77303 0.68627 1.15899 -2.549 1.665 0.375
H -1.87648 -0.28180 2.27238 0.931 -0.456 2.983
H -2.59646 -1.12255 0.77012 0.989 2.484 1.629
H 0.17180 -1.08560 2.15189 -0.063 -0.591 0.468
```
Forces are in eV/Å.



[3]
Density functional theory data (the ωB97M-V functional and the def2-TZVPD basis) for the molecule C5H10O2 in a non-equilibrium geometry.

Total charge: 0
HOMO-LUMO gap (eV): 10.5
Multiplicity: 1
SMILES: CO[C@H]1C[C@H]1CO
HOMO (Ha): -0.34894

Structure (XYZ):
```
17
Properties=species:S:1:pos:R:3:forces:R:3
C 2.14301 0.64744 -0.04212 0.377 0.111 0.043
O 0.87165 0.31360 -0.52124 0.168 -0.078 -0.023
C 0.35171 -0.79948 0.13597 0.237 -0.260 -0.032
C -0.36735 -0.58986 1.44088 -0.006 0.212 0.016
C -1.11244 -0.78067 0.12738 0.241 0.388 -0.831
C -1.70852 0.49076 -0.65784 0.586 -1.968 1.903
O -1.48675 0.55168 -2.04092 0.143 -0.214 0.178
H 2.83861 -0.18075 -0.23417 0.103 0.202 0.095
H 2.11085 0.85633 1.03734 0.095 -0.001 -0.177
H 2.45432 1.53679 -0.59130 0.155 -0.076 0.138
H 0.89281 -1.73048 -0.03151 0.085 0.148 0.092
H -0.31398 -1.40774 2.16302 -0.247 0.203 -0.328
H -0.39820 0.39579 1.89998 0.175 -0.070 -0.201
H -1.64091 -1.73954 0.02411 0.134 0.635 -0.239
H -2.68476 0.14526 -0.37907 -1.499 1.417 -0.878
H -1.37495 1.42050 -0.18135 -0.411 -0.342 0.183
H -0.57511 0.87039 -2.14918 -0.338 -0.308 0.063
```
Forces are in eV/Å.



[4]
Density functional theory data (the ωB97M-V functional and the def2-TZVPD basis) for the molecule C19H18N2O4S.

Total charge: 0
HOMO-LUMO gap (eV): 8.7
Multiplicity: 1
SMILES: O=C(O)Cn1c(=O)c2c3c(sc2n(Cc2ccccc2)c1=O)CCCC3
HOMO (Ha): -0.30350

Structure (XYZ):
```
44
Properties=species:S:1:pos:R:3:forces:R:3
O 2.02711 5.40397 0.16091 0.084 0.089 -0.153
C 1.39681 4.39297 0.28557 0.189 0.174 -0.129
O 0.83495 4.01793 1.43813 -0.361 -0.268 0.496
C 1.11385 3.41973 -0.84309 0.061 0.140 -0.092
N 0.61043 2.14790 -0.36712 0.130 0.244 -0.263
C -0.74185 1.86152 -0.59851 0.044 -0.189 0.050
O -1.43634 2.63017 -1.23035 -0.159 0.057 -0.003
C -1.15788 0.60212 -0.03169 0.289 -0.437 0.325
C -2.45856 0.00641 -0.07454 0.010 -0.186 0.153
C -2.50407 -1.18711 0.56292 0.345 0.155 -0.026
S -0.95278 -1.64215 1.23910 -0.129 0.379 -0.240
C -0.24736 -0.17831 0.64718 -0.732 0.102 -0.208
N 1.05093 0.17944 0.83192 0.124 0.116 0.106
C 2.00677 -0.68408 1.50171 0.299 -0.057 0.076
C 2.86542 -1.44561 0.52130 0.087 -0.025 0.022
C 2.31013 -2.02102 -0.61416 -0.010 0.027 0.027
C 3.10522 -2.71925 -1.50538 -0.041 -0.032 -0.059
C 4.46201 -2.85489 -1.26773 0.066 -0.036 -0.035
C 5.02107 -2.28466 -0.13709 0.086 -0.049 0.000
C 4.22752 -1.57991 0.75039 -0.129 -0.015 0.031
C 1.52181 1.37762 0.32829 -0.112 -0.225 0.050
O 2.66912 1.72598 0.48858 0.256 0.115 0.019
C -3.70404 -2.05862 0.69151 -0.160 -0.122 0.066
C -4.95550 -1.23736 0.37301 0.044 -0.168 -0.181
C -4.75231 -0.43956 -0.91331 -0.038 0.152 0.231
C -3.65947 0.61089 -0.72469 -0.149 -0.058 -0.209
H 1.04071 4.66408 2.13220 0.098 0.043 -0.303
H 0.33929 3.85058 -1.48728 0.219 -0.058 0.157
H 2.03516 3.27963 -1.41400 -0.146 0.084 0.141
H 1.44552 -1.37607 2.13752 0.068 0.158 0.009
H 2.64255 -0.05222 2.12731 -0.137 -0.157 -0.005
H 1.25181 -1.92366 -0.80991 -0.099 0.016 -0.029
H 2.66263 -3.15825 -2.38731 -0.033 -0.039 -0.070
H 5.08178 -3.40018 -1.96373 0.055 -0.039 -0.055
H 6.07968 -2.38297 0.05167 0.091 0.003 0.009
H 4.66833 -1.12632 1.62551 0.056 0.091 0.093
H -3.62331 -2.89964 -0.00587 -0.055 -0.033 0.057
H -3.76429 -2.47720 1.69890 -0.040 -0.045 -0.022
H -5.15488 -0.54746 1.19524 -0.050 0.012 0.062
H -5.81317 -1.90450 0.27503 -0.021 0.018 0.067
H -4.46757 -1.12218 -1.71671 -0.024 -0.026 -0.080
H -5.68355 0.04941 -1.20156 -0.001 -0.028 -0.072
H -4.02326 1.42628 -0.09256 -0.017 0.068 -0.078
H -3.37039 1.05654 -1.67736 -0.057 0.047 0.068
```
Forces are in eV/Å.



[5]
Density functional theory data (the ωB97M-V functional and the def2-TZVPD basis) for a cluster of 7 separate species, C6H24NO7 in total in a non-equilibrium geometry.

Total charge: +1
HOMO-LUMO gap (eV): 9.0
Multiplicity: 1
HOMO (Ha): -0.43380

Structure (XYZ):
```
38
Properties=species:S:1:pos:R:3:forces:R:3
C -2.41341 0.19995 -1.93382 -1.320 2.161 1.516
C -2.48275 0.80470 -0.48438 0.825 1.746 -1.622
C -1.72912 0.01864 0.49856 -1.774 -1.559 1.608
C -2.27928 -1.12910 0.98450 2.137 0.231 -0.240
C -1.46180 -1.92248 1.93267 -0.521 -0.362 -0.111
C -0.19956 -2.21952 1.61313 -0.134 -0.197 1.943
O 0.51878 -2.93507 2.55919 0.512 -0.087 -0.031
N -0.94409 0.23352 -2.33970 -1.775 -2.310 1.415
H -3.00098 0.93690 -2.49895 0.709 -0.109 -0.509
H -3.04015 -0.70405 -2.06302 1.427 -0.183 0.145
H -2.00577 1.82949 -0.51017 -0.215 -0.875 -0.459
H -3.48890 1.11423 -0.21537 -0.379 -0.767 0.105
H -0.89566 0.49536 1.01115 -0.062 -0.414 -0.177
H -3.15913 -1.61333 0.56197 -0.198 0.499 0.161
H -1.88976 -2.35864 2.87456 0.473 0.599 -1.009
H 0.31162 -2.01908 0.68631 -0.006 0.258 -0.264
H 1.22381 -2.42113 2.99281 -0.442 -0.203 -0.560
H -0.34143 0.72148 -1.64042 -0.270 0.583 -0.853
H -0.95592 0.63364 -3.25971 0.964 -0.053 -0.510
H -0.54478 -0.75843 -2.24580 -0.391 0.689 -1.248
H 3.32370 1.49680 0.90476 0.112 0.078 0.012
H 3.30366 0.26901 1.79689 0.126 -0.094 -0.051
O 3.33033 0.52966 0.87023 -0.244 0.177 0.013
H -0.59265 2.59798 3.10185 -0.262 0.232 -0.559
H 0.28277 1.46078 3.29780 0.179 -0.412 -0.426
O -0.11206 1.95232 2.56058 0.103 0.203 1.167
H 0.98333 -2.19143 -2.19528 -0.067 -1.026 0.750
H -0.45155 -3.00776 -2.10514 0.707 -0.304 0.576
O 0.12786 -2.41388 -2.58470 -0.521 1.308 -0.915
H 1.93036 1.62841 -1.83814 0.031 0.171 0.272
H 1.43005 1.37682 -0.37047 0.408 0.116 -0.184
O 1.21954 1.25316 -1.30878 -0.028 -0.075 0.210
H 1.29873 2.81522 1.69828 0.079 0.130 -0.046
H 1.52397 4.06821 0.85997 0.217 0.043 -0.055
O 1.96738 3.26158 1.14473 -0.249 -0.324 -0.026
H 2.73152 -1.03314 -2.04880 -0.169 -0.273 -0.295
H 3.56042 -1.23115 -0.89184 -0.070 -0.529 0.565
O 2.92093 -1.73968 -1.41543 0.090 0.931 -0.309
```
Forces are in eV/Å.



[6]
Density functional theory data (the ωB97M-V functional and the def2-TZVPD basis) for a structure of composition C19H40AsGaN6O2Si3.

Total charge: +2
HOMO-LUMO gap (eV): 8.0
Multiplicity: 1
HOMO (Ha): -0.49377

Structure (XYZ):
```
72
Properties=species:S:1:pos:R:3:forces:R:3
Ga -0.18628 -0.53803 0.41894 0.398 0.392 0.733
C 3.62749 1.61089 -0.33602 -0.096 -0.052 -0.012
C 2.24163 1.11505 -0.07730 0.060 -0.216 0.049
N 1.93999 -0.06592 0.33837 -0.230 -0.019 0.061
O 2.88089 -1.05540 0.49000 -0.007 -0.116 0.149
C 1.09993 1.99861 -0.25582 0.115 0.262 -0.122
C 1.18801 3.46536 -0.51419 -0.081 -0.142 0.065
N -0.07323 1.43957 -0.14131 -0.256 -0.343 -0.233
O -1.12723 2.13497 -0.17709 -0.082 0.108 -0.016
H 4.38397 0.82928 -0.34506 0.051 0.038 -0.029
H 3.89918 2.33333 0.43553 0.020 0.017 -0.021
H 3.66351 2.11956 -1.29783 0.015 0.016 -0.002
H 3.76079 -0.70120 0.29971 0.061 0.068 -0.035
H 2.20936 3.80791 -0.64624 0.023 -0.002 -0.006
H 0.73330 4.00997 0.31634 -0.005 0.040 -0.033
H 0.60169 3.70625 -1.40244 0.010 0.063 0.015
N -3.72561 1.19131 1.44286 0.118 0.018 0.109
C -4.25792 0.77992 0.24946 0.002 -0.118 -0.234
C -3.35271 -0.07856 -0.29412 -0.112 0.024 -0.015
N -2.29216 -0.20413 0.56132 0.495 -0.053 0.103
C -2.53223 0.59723 1.58795 -0.422 -0.128 -0.227
C -1.51795 0.73170 2.60137 0.264 0.048 0.363
N -0.34283 0.15479 2.39727 -0.239 -0.200 -0.600
C 0.44925 0.45173 3.47494 0.104 -0.026 0.060
C -0.26787 1.21166 4.34632 0.205 -0.080 0.001
N -1.50748 1.37846 3.77829 -0.093 -0.040 -0.113
H -4.14751 1.87327 2.05164 0.011 0.017 0.043
H -5.21116 1.12458 -0.11063 0.006 0.015 0.046
H -3.39754 -0.60856 -1.22742 -0.058 0.055 0.001
H 1.46440 0.10014 3.54300 -0.006 0.039 0.048
H -0.00679 1.63566 5.29994 -0.034 0.005 -0.011
H -2.26868 1.88719 4.19794 -0.032 0.025 -0.006
C -2.49032 -3.00775 -1.94834 0.106 -0.079 0.273
Si -1.98533 -3.89344 -0.35591 -0.281 -0.255 0.014
C -3.08634 -3.54948 1.13652 0.271 0.027 -0.236
C -1.91990 -5.75209 -0.61341 0.207 0.252 0.003
As 0.21094 -2.96536 0.12923 -0.231 0.231 -0.126
Si 1.56200 -3.32969 -1.88859 0.048 -0.094 -0.040
C 1.03526 -1.93325 -3.03468 0.043 -0.234 0.250
C 3.39441 -3.28240 -1.46726 -0.275 -0.003 0.009
C 1.03314 -5.03959 -2.46340 0.064 0.275 0.077
Si 0.94820 -3.91554 2.25840 -0.051 -0.266 0.135
C -0.23032 -3.21560 3.55537 0.169 0.023 -0.284
C 0.67055 -5.75249 1.95706 0.029 0.298 0.016
C 2.73784 -3.49958 2.62704 -0.296 -0.043 -0.203
H -3.56820 -2.83985 -1.98794 -0.021 -0.036 0.053
H -2.23355 -3.61067 -2.82113 0.071 -0.009 0.024
H -1.98653 -2.04438 -2.04777 -0.038 0.002 -0.076
H -4.13979 -3.63569 0.86089 0.017 -0.023 -0.067
H -2.92750 -2.55775 1.55277 -0.051 0.095 0.032
H -2.89338 -4.28458 1.92064 0.027 -0.005 -0.022
H -2.92514 -6.10696 -0.85458 -0.048 0.080 0.008
H -1.59631 -6.27775 0.28540 -0.034 0.023 -0.029
H -1.26448 -6.04452 -1.43349 -0.079 0.000 0.039
H 1.03997 -0.97544 -2.50692 0.049 0.029 -0.053
H 0.03600 -2.09895 -3.43724 -0.035 -0.003 0.019
H 1.71991 -1.85235 -3.88124 0.043 -0.021 0.014
H 3.82364 -2.30802 -1.70285 -0.033 -0.011 0.012
H 3.92831 -4.03042 -2.05589 -0.055 -0.028 -0.034
H 3.57406 -3.49148 -0.41281 0.028 -0.016 -0.027
H 0.07037 -5.02288 -2.97654 -0.001 0.034 0.037
H 0.96216 -5.73138 -1.62178 0.054 -0.009 -0.040
H 1.76668 -5.44844 -3.16116 0.043 0.065 -0.009
H -1.13568 -2.80957 3.10066 -0.013 -0.039 0.052
H 0.24624 -2.42125 4.13028 0.023 0.037 -0.004
H -0.52974 -3.99518 4.25808 0.031 -0.051 -0.028
H -0.36832 -6.02668 2.14842 0.010 0.029 -0.013
H 1.29442 -6.35650 2.61878 0.032 0.062 0.041
H 0.91287 -6.03025 0.92958 0.029 -0.043 0.027
H 2.92603 -2.43019 2.56137 0.012 0.042 0.007
H 3.41678 -4.01066 1.94259 -0.004 0.009 0.008
H 2.97897 -3.82796 3.64090 -0.066 -0.054 0.007
```
Forces are in eV/Å.



Result set for electronic energy: -91798.2368, -15877.6820, -9439.8852, -42003.1543, -22426.4345, -170224.7793 eV, one per record in the order listed.